The following is a DFT calculation (ωB97M-V with the def2-TZVPD basis set) of a structure of composition C57H46CoNOP2S at a distorted geometry.

Its total charge is -1. Its HOMO energy (alpha / beta) is -3.8 / -3.8 eV. As for the molecular weight: 913.95 g/mol. The HOMO-LUMO gap (alpha / beta) is 5.94 / 5.55 eV. The total energy comes out at -4793.17811 Ha. The spin multiplicity is 4.

Element x y z (Å)
Co1 12.9280 15.2177 9.8713
C1 10.1921 18.1038 9.3442
P1 9.6002 16.8074 8.0995
C2 11.0957 15.8022 7.6718
C3 12.3897 16.2530 7.8819
C4 13.4147 15.4842 7.3838
C5 13.1411 14.3231 6.6001
C6 11.8166 13.8959 6.4141
C7 10.8014 14.6372 6.9694
C8 8.7065 15.6326 9.3293
C9 7.4046 15.9409 9.6237
C10 6.7518 15.2686 10.6842
C11 7.4312 14.4588 11.4907
C12 8.7538 14.2147 11.2409
C13 9.3785 14.7270 10.1731
C14 10.8682 17.7538 10.6407
C15 10.4580 18.2803 11.8370
C16 11.3952 17.8123 12.7748
C17 12.3301 17.0289 12.0576
C18 13.3535 16.1226 12.6092
P2 14.6743 16.0074 11.2792
C19 15.3999 17.6405 11.2047
C20 15.4105 18.4280 12.3514
C21 16.1390 19.5781 12.3176
C22 16.8706 19.9795 11.1995
C23 16.7410 19.2906 10.0376
C24 16.0468 18.0534 10.0427
C25 16.0988 15.0448 11.9482
C26 17.2261 15.6127 12.5444
C27 18.2761 14.7907 13.0180
C28 18.1907 13.4673 12.7333
C29 17.0730 12.8421 12.1129
C30 15.9840 13.6722 11.8065
N1 11.9632 16.9386 10.7511
H1 9.2238 18.5986 9.5023
H2 10.6720 18.8454 8.7048
H3 12.5669 17.2114 8.3140
H4 14.4355 15.8869 7.4596
H5 13.9354 13.7392 6.2290
H6 11.6451 13.0730 5.6733
H7 9.7280 14.4324 6.7985
H8 6.8214 16.6231 9.0331
H9 5.6739 15.5519 10.8092
H10 6.9681 13.8908 12.3494
H11 9.2549 13.4827 11.9419
H12 10.3964 14.4873 9.9907
H13 9.6745 18.9922 12.0290
H14 11.3932 17.9987 13.8694
H15 13.0054 15.0889 12.7419
H16 13.7093 16.4068 13.5584
H17 14.8826 18.1485 13.2341
H18 16.1458 20.2714 13.1671
H19 17.4659 20.8204 11.1992
H20 17.2407 19.6465 9.0925
H21 16.1044 17.3853 9.1235
H22 17.3370 16.6668 12.7298
H23 19.2529 15.1291 13.4209
H24 19.1322 12.9045 12.9355
H25 17.0541 11.7493 11.8861
H26 15.0668 13.2274 11.2681
O1 14.7313 19.2263 7.2708
S1 14.3772 20.6437 7.1245
C31 12.8037 20.7504 6.3569
C32 11.8451 19.7495 6.4859
C33 10.5501 19.9545 5.9264
C34 10.2872 21.0724 5.1732
C35 11.2837 21.9790 4.9585
C36 12.5020 21.8413 5.5005
C37 13.8347 21.2431 8.8268
C38 13.8776 22.6291 9.2139
C39 13.4310 22.9040 10.4310
C40 12.9339 21.9056 11.2978
C41 12.9868 20.6112 10.9095
C42 13.4765 20.2242 9.6703
H27 12.1002 18.9148 7.0953
H28 9.7676 19.1895 5.9981
H29 9.3418 21.1530 4.6950
H30 11.0775 22.9328 4.5361
H31 13.2300 22.6289 5.4575
H32 14.3475 23.3748 8.6355
H33 13.5830 23.9179 10.8172
H34 12.6100 22.1348 12.3162
H35 12.6196 19.8373 11.6113
H36 13.5469 19.2034 9.3283
C43 12.7951 13.3159 10.1051
C44 12.4164 12.1971 10.2490
C45 12.0214 10.8576 10.3768
C46 12.8736 10.0676 11.2597
C47 13.7597 10.7122 12.1466
C48 14.6398 10.0275 12.9709
C49 14.5371 8.6700 13.0922
C50 13.5952 7.9951 12.3146
C51 12.8624 8.6501 11.3977
C52 11.1008 10.3340 9.3866
C53 10.5633 9.0230 9.3321
C54 9.8262 8.6821 8.1926
C55 9.3854 9.5394 7.1922
C56 9.8175 10.8694 7.3065
C57 10.6266 11.2615 8.3465
H37 13.9498 11.8037 12.1207
H38 15.4358 10.3978 13.6261
H39 15.2414 8.2332 13.7972
H40 13.5334 6.9022 12.4550
H41 12.1321 8.1233 10.7453
H42 10.7824 8.3255 10.0945
H43 9.4882 7.6510 8.1214
H44 8.8233 9.4136 6.3229
H45 9.4541 11.5439 6.5049
H46 11.0341 12.2482 8.4138

Atomic forces in eV per Å
Co -0.16 0.77 0.19
C -0.63 -0.60 -0.88
P -0.08 -0.88 1.29
C -1.80 0.25 0.35
C -0.27 -0.33 -0.30
C 1.32 -0.86 -1.22
C -1.26 1.03 1.50
C 1.41 -0.51 -1.36
C -0.80 0.67 0.02
C 1.20 1.16 -0.44
C -0.66 -0.94 0.48
C -2.39 2.71 -1.73
C -0.72 -2.05 2.55
C 0.90 -2.49 2.13
C 0.43 1.18 -1.46
C -0.71 -0.05 -1.78
C 0.68 -0.05 0.71
C 1.02 -0.25 0.91
C -1.92 0.35 1.17
C 0.88 -0.89 -1.12
P -0.44 -0.82 -0.36
C 0.14 -0.15 -0.27
C 0.25 0.34 -0.78
C 0.63 1.64 0.89
C -1.49 -1.06 0.23
C 0.41 -1.47 -1.90
C 0.52 -0.04 -0.86
C -0.44 0.85 0.50
C 0.72 -0.47 0.94
C -0.32 1.14 -0.88
C 0.78 -2.72 -0.47
C 0.16 0.51 0.59
C -0.35 -2.02 -1.34
N 0.06 0.52 0.05
H 0.11 -0.09 0.52
H 0.61 0.06 0.13
H 0.20 0.44 0.27
H -0.40 -0.46 -0.04
H 0.85 -0.45 -0.53
H -0.04 0.60 1.12
H 0.73 -0.22 0.05
H 0.00 0.32 -0.27
H 1.04 -0.61 0.18
H 0.30 0.94 -1.02
H -0.23 1.00 -1.03
H 0.78 -0.21 -0.16
H -0.23 -0.02 -0.17
H 0.10 -0.17 -0.92
H -0.10 0.05 -0.20
H 0.53 0.63 1.22
H -0.34 -0.18 0.38
H 0.05 -0.47 -0.06
H 1.03 1.90 0.28
H -0.56 -0.50 1.12
H -0.43 1.01 1.30
H -0.31 0.34 -0.29
H -1.07 0.28 -0.14
H -1.04 -0.03 -0.11
H 0.04 1.12 0.28
H 1.47 0.88 0.91
O 0.00 -0.95 0.12
S 0.52 1.68 1.05
C -1.68 0.08 -1.53
C -0.78 1.23 -0.19
C 0.88 -1.26 0.21
C -0.04 -1.08 0.09
C -0.70 1.37 -0.22
C 2.12 -0.88 2.31
C 0.67 0.42 -1.36
C 0.35 -3.17 -1.87
C -0.57 1.17 3.14
C 0.37 1.22 0.16
C -0.72 -2.15 1.21
C -0.23 0.98 -0.55
H -0.09 -0.71 0.18
H 0.47 0.19 0.31
H -0.72 0.31 -0.17
H -0.29 0.46 -0.89
H 0.27 0.31 -0.35
H 0.29 0.61 -0.91
H -0.37 -0.25 -0.10
H 0.01 0.12 -0.44
H 0.31 0.35 -0.51
H -0.05 -0.20 0.19
C 1.23 4.15 -0.81
C -1.68 -4.38 0.71
C 0.99 0.17 -0.47
C 0.19 -0.49 1.33
C 1.32 1.66 -0.25
C 0.02 -0.45 0.49
C 0.07 -0.43 0.08
C 1.52 -1.84 1.37
C -2.39 0.83 -1.94
C -1.41 0.64 -1.11
C 0.16 1.96 -1.74
C -1.20 -1.47 -0.04
C 1.96 1.72 1.82
C -0.35 0.10 -0.23
C 0.81 -1.23 1.06
H -0.81 -0.79 -0.19
H -0.55 1.01 -0.55
H -0.42 -0.62 -0.22
H -0.18 0.58 -0.35
H 1.39 0.11 0.98
H -0.41 -0.61 0.15
H 0.04 -0.07 0.10
H -0.98 -1.44 -0.96
H 0.54 -0.03 0.79
H -0.05 0.46 -0.08

Mulliken atomic charge list, values in e, 5 entries: Co 0.937; C -0.624; P -0.467; C 1.512; C -1.066